{"formula": "C27H54B3NO14P2", "method": "ωB97M-V/def2-TZVPD", "symbols": ["C", "C", "O", "O", "C", "C", "C", "B", "O", "B", "O", "B", "C", "C", "C", "N", "C", "C", "C", "C", "C", "C", "C", "O", "O", "H", "H", "H", "H", "H", "H", "H", "H", "H", "H", "H", "H", "H", "H", "H", "H", "H", "H", "H", "H", "H", "H", "H", "H", "O", "P", "O", "C", "C", "O", "C", "C", "O", "C", "C", "H", "H", "H", "H", "H", "H", "H", "H", "H", "H", "H", "H", "H", "H", "H", "O", "P", "O", "C", "C", "O", "C", "C", "O", "C", "C", "H", "H", "H", "H", "H", "H", "H", "H", "H", "H", "H", "H", "H", "H", "H"], "coordinates": [[2.513, -1.670, 4.505], [2.638, -2.163, 3.091], [3.611, -2.738, 2.670], [1.585, -1.904, 2.246], [1.666, -0.567, 1.669], [0.740, 0.389, 2.383], [0.545, 1.710, 1.606], [-0.140, 2.805, 2.479], [0.010, 4.179, 2.279], [-1.220, 4.818, 2.185], [-2.320, 4.340, 2.878], [-2.258, 2.956, 3.022], [-3.389, 1.962, 2.620], [-4.544, 1.806, 3.630], [-5.192, 0.426, 3.552], [-5.842, 0.166, 2.261], [-5.034, -0.509, 1.234], [-4.657, -1.954, 1.506], [-5.500, -2.972, 1.062], [-5.190, -4.303, 1.253], [-4.026, -4.668, 1.909], [-3.168, -3.677, 2.353], [-3.490, -2.345, 2.147], [-2.576, -1.376, 2.563], [-1.024, 2.464, 3.493], [3.380, -2.014, 5.061], [1.596, -2.038, 4.962], [2.494, -0.581, 4.521], [1.398, -0.683, 0.619], [2.719, -0.270, 1.711], [-0.232, -0.105, 2.451], [1.063, 0.622, 3.398], [1.510, 2.052, 1.217], [-0.073, 1.491, 0.727], [-1.287, 5.769, 1.477], [-3.811, 2.263, 1.657], [-2.923, 0.980, 2.529], [-5.297, 2.589, 3.537], [-4.161, 1.895, 4.654], [-4.497, -0.356, 3.879], [-5.995, 0.434, 4.295], [-6.604, -0.475, 2.451], [-5.647, -0.518, 0.330], [-4.129, 0.037, 0.980], [-6.400, -2.685, 0.530], [-5.848, -5.076, 0.877], [-3.755, -5.705, 2.049], [-2.239, -3.924, 2.852], [-2.495, -1.479, 3.517], [7.834, 1.138, -1.216], [6.748, 0.142, -1.246], [7.345, -1.248, -1.825], [8.695, -1.641, -1.584], [8.843, -2.471, -0.324], [5.781, 0.612, -2.453], [6.032, 1.811, -3.183], [6.914, 1.548, -4.386], [5.492, -0.415, -0.446], [5.597, -1.392, 0.600], [6.234, -0.832, 1.855], [9.355, -0.774, -1.543], [9.000, -2.236, -2.446], [8.528, -1.908, 0.557], [9.884, -2.766, -0.185], [8.237, -3.377, -0.378], [6.462, 2.575, -2.538], [5.059, 2.181, -3.513], [7.818, 1.007, -4.105], [7.199, 2.484, -4.868], [6.385, 0.932, -5.116], [6.116, -2.282, 0.242], [4.581, -1.706, 0.824], [7.194, -0.356, 1.637], [6.390, -1.624, 2.586], [5.591, -0.072, 2.303], [-3.522, 2.340, -2.671], [-3.763, 0.938, -3.056], [-3.193, 0.711, -4.554], [-2.051, 1.420, -5.036], [-0.753, 0.683, -4.773], [-5.356, 0.831, -3.287], [-6.221, 1.941, -3.050], [-6.394, 2.780, -4.299], [-3.733, -0.562, -2.524], [-2.544, -1.356, -2.495], [-1.562, -0.879, -1.446], [-2.006, 2.425, -4.613], [-2.192, 1.532, -6.112], [-0.592, 0.541, -3.702], [0.091, 1.247, -5.170], [-0.758, -0.300, -5.245], [-5.859, 2.542, -2.217], [-7.183, 1.524, -2.749], [-5.431, 3.057, -4.728], [-6.955, 3.689, -4.078], [-6.935, 2.216, -5.061], [-2.090, -1.406, -3.486], [-2.864, -2.370, -2.258], [-1.349, 0.188, -1.559], [-0.626, -1.434, -1.511], [-1.978, -1.023, -0.446]], "forces_ev_per_a": [[0.10, -0.22, -0.02], [0.54, -0.25, -0.71], [-0.52, 0.17, 0.45], [0.12, 0.29, 0.35], [0.20, -0.43, 0.33], [-0.55, 0.31, -0.39], [0.67, -0.46, 0.18], [0.69, 0.50, 0.81], [-0.56, -0.57, -0.97], [0.38, 0.73, 0.54], [0.12, -0.38, -1.09], [-0.22, 0.13, 1.23], [-0.16, 0.24, 0.23], [0.41, -0.33, 0.41], [-0.73, 0.54, 0.12], [0.45, -0.48, 0.19], [0.00, -0.20, -0.31], [-0.13, -0.07, -0.04], [0.09, 0.20, -0.04], [-0.23, -0.44, -0.08], [0.19, 0.16, 0.02], [-0.10, -0.11, 0.01], [0.36, 0.24, 0.14], [-0.31, -0.05, 0.00], [-0.55, -0.51, -1.00], [-0.03, -0.01, 0.07], [-0.05, 0.06, -0.03], [-0.08, 0.02, -0.05], [-0.09, 0.05, 0.01], [-0.06, 0.27, -0.13], [0.02, -0.02, 0.19], [0.14, -0.22, 0.03], [-0.07, 0.17, -0.04], [-0.05, 0.21, -0.03], [-0.14, 0.13, 0.19], [0.06, -0.11, -0.07], [0.05, 0.04, -0.20], [-0.01, -0.03, -0.25], [0.05, 0.03, -0.02], [0.14, 0.00, -0.20], [0.00, -0.11, 0.00], [-0.20, 0.17, -0.09], [0.05, 0.06, -0.04], [-0.09, 0.27, 0.20], [-0.06, -0.09, -0.01], [-0.06, 0.04, 0.00], [-0.11, -0.05, 0.00], [0.05, 0.02, -0.03], [0.28, 0.11, 0.01], [-0.15, -0.08, 2.40], [-0.86, -0.70, -4.89], [-0.11, 0.14, 0.88], [0.53, -0.18, -0.11], [-0.20, -0.01, 0.04], [-0.12, 0.03, 0.37], [0.13, 0.17, -0.23], [-0.04, -0.18, -0.12], [0.90, 0.63, 1.38], [-0.10, -0.29, 0.50], [0.02, 0.19, -0.08], [-0.18, 0.14, 0.00], [-0.12, 0.03, -0.05], [0.08, 0.01, 0.01], [0.01, 0.03, -0.03], [0.00, 0.00, -0.02], [0.11, -0.11, 0.07], [-0.06, -0.11, 0.06], [0.05, 0.13, 0.12], [-0.01, 0.00, 0.01], [-0.01, 0.02, -0.01], [0.16, 0.15, -0.18], [-0.05, 0.07, -0.17], [0.02, -0.07, 0.02], [-0.02, -0.03, -0.02], [0.01, 0.00, 0.00], [1.58, -0.84, 1.66], [-3.52, 0.33, -3.57], [0.48, -0.25, 0.74], [0.33, 0.33, -0.35], [-0.10, -0.18, 0.08], [0.16, -0.17, 0.31], [-0.17, 0.28, -0.07], [-0.02, -0.11, -0.19], [1.17, 0.63, 1.09], [0.44, -0.42, 0.16], [-0.14, 0.13, 0.19], [-0.17, -0.05, 0.14], [-0.13, -0.06, 0.02], [0.05, 0.07, -0.01], [-0.02, 0.04, 0.00], [-0.01, 0.01, -0.02], [0.16, -0.01, -0.05], [0.06, -0.13, -0.02], [0.05, 0.08, 0.15], [0.00, -0.01, 0.01], [-0.02, 0.01, 0.01], [-0.10, 0.27, -0.07], [-0.19, 0.08, 0.03], [0.08, -0.04, -0.06], [0.00, 0.00, -0.03], [0.02, 0.00, 0.01]], "lowdin_charge": [0.027, -0.513, 0.113, -0.035, -0.155, -0.168, -0.030, -0.541, 0.253, -0.303, 0.265, -0.515, -0.051, -0.172, -0.233, -0.027, -0.167, -0.148, -0.037, -0.090, -0.081, -0.019, -0.273, 0.002, 0.287, 0.089, 0.094, 0.081, 0.130, 0.126, 0.111, 0.108, 0.122, 0.124, 0.116, 0.127, 0.089, 0.118, 0.115, 0.104, 0.116, 0.102, 0.116, 0.097, 0.116, 0.102, 0.104, 0.118, 0.108, -0.229, 0.470, -0.182, -0.277, -0.074, -0.197, -0.287, -0.074, -0.166, -0.259, -0.074, 0.108, 0.118, 0.060, 0.081, 0.080, 0.104, 0.115, 0.072, 0.076, 0.075, 0.107, 0.091, 0.068, 0.084, 0.077, -0.230, 0.466, -0.182, -0.274, -0.073, -0.196, -0.284, -0.073, -0.169, -0.254, -0.069, 0.109, 0.119, 0.059, 0.082, 0.080, 0.104, 0.116, 0.073, 0.077, 0.076, 0.102, 0.125, 0.065, 0.087, 0.070], "homo_energy_ev": -9.03, "fmax_ev_per_a": 5.0, "gap_ev": 9.30}